Record 1
ORCA calculation (wB97M-V/def2-TZVPD) on a cluster of 2 separate species, C4H12 in total.

Structure (XYZ):
```
16
C4H12, DFT wB97M-V/def2-TZVPD
C -0.7752 -2.8220 1.5632
C -0.9746 -1.7062 0.5268
H -0.2971 -2.4406 2.4380
H -1.7367 -3.2533 1.8372
H -0.1593 -3.6347 1.1956
H -2.0134 -1.6153 0.2420
H -0.4608 -1.9549 -0.4099
H -0.5967 -0.7198 0.7832
C 0.6640 1.7753 -0.5073
C 1.0987 2.7637 -1.5827
H 0.4947 0.7486 -0.8308
H 1.4368 1.6760 0.2619
H -0.2463 2.0708 0.0146
H 1.4296 2.2578 -2.4878
H 1.9406 3.3732 -1.2743
H 0.2741 3.4008 -1.8951
```

Output
E_LUMO (eV): 1.14
SMILES: CC.CC
Spin multiplicity: 1
Relative energy (zero: lowest compared OMol25 entry of this formula, charge and spin) (kJ/mol): 27.3

Record 2
ORCA calculation (wB97M-V/def2-TZVPD) on a structure of composition C3H6BrClN3.

Structure (XYZ):
```
14
C3H6BrClN3, DFT wB97M-V/def2-TZVPD
C -0.9766 1.6307 -0.0705
C 0.5224 -0.0643 0.9673
C 0.5656 -1.3751 -1.2180
N 0.3317 1.3401 1.2520
N 0.2683 -0.1966 -0.5236
N -0.7324 0.6270 -0.7855
Cl -0.6250 -1.2312 1.8557
Br -0.0180 2.0248 2.8571
H -1.5344 2.4176 -0.0674
H 1.5821 -0.3293 1.2095
H 0.8609 -1.2441 -2.1826
H 1.3250 -1.7850 -0.6963
H -0.2183 -2.0855 -1.1379
H -1.3515 0.2709 -1.4598
```

Output
E_LUMO (eV): -5.07
Net charge: +1
Spin multiplicity: 1
Relative energy (zero: lowest compared OMol25 entry of this formula, charge and spin) (kJ/mol): 269.9

| no. | total energy (eV) |
| --- | --- |
| 1 | -4342.24500 |
| 2 | -90231.15948 |